*1*
The molecule C4H3N. Source: OMol25; level of theory: ωB97M-V with the def2-TZVPD basis set.

Each line ends with the natural charge from an NBO analysis.
Cartesian coordinates (Å):
C1 0.80801 0.21647 -0.77072  -0.3944
C2 -0.06835 -0.66041 -1.26890  0.0025
C3 -0.41241 0.07036 1.50393  -0.0961
C4 0.51476 0.47636 0.56800  0.0519
N1 -1.22682 -0.56187 0.78441  -0.2658
H1 1.84697 0.60220 -1.21394  0.2701
H2 -0.89149 -0.66993 -2.00015  0.2205
H3 -0.57066 0.52682 2.39737  0.2114

Summary:
Orbital gap (spin up / spin down) ... 7.387 / 7.386 eV
Total charge ... 0
E_HOMO (spin up / spin down) ... -7.9 / -7.9 eV


*2*
The molecule C4H3N. Source: OMol25; level of theory: ωB97M-V with the def2-TZVPD basis set.

Each line ends with the natural charge from an NBO analysis.
Cartesian coordinates (Å):
C1 1.60791 0.28574 0.48044  -0.4837
C2 0.58662 -0.05458 -0.22722  0.1655
C3 -0.63468 -0.54301 -0.37594  -0.4839
C4 -1.73108 0.35440 -0.48992  0.2648
N1 -2.60301 1.10515 -0.62474  -0.3209
H1 2.64221 0.65932 0.39129  0.2730
H2 0.91913 -0.19182 1.24961  0.3257
H3 -0.78709 -1.61521 -0.40353  0.2595

Summary:
Orbital gap ... 9.814 eV
Structure (SMILES) ... C=C=CC#N
Total charge ... 0
E_HOMO ... -9.6 eV


It is *1* that is the least stable of them.


*1*
A cluster of 2 separate species, C4H3N in total. Source: OMol25; level of theory: ωB97M-V with the def2-TZVPD basis set.

Each line ends with the natural charge from an NBO analysis.
Cartesian coordinates (Å):
C1 0.27187 -1.01452 -4.93617  0.1005
C2 0.06054 -1.08419 -0.00856  -0.2013
C3 -0.12977 -0.52231 -1.18344  0.3514
C4 0.12188 0.51844 -0.20756  -0.3121
N1 0.06467 -0.89474 -3.82956  -0.6219
H1 0.33541 -1.81142 0.68267  0.2617
H2 -0.83321 0.97652 0.13801  0.1989
H3 0.97726 1.14624 -0.10081  0.2226

Summary:
Orbital gap ... 5.495 eV
Total charge ... 0
E_HOMO ... -9.3 eV


*2*
The molecule C4H3N. Source: OMol25; level of theory: ωB97M-V with the def2-TZVPD basis set.

Each line ends with the natural charge from an NBO analysis.
Cartesian coordinates (Å):
C1 0.33116 -1.80068 -0.10044  -0.2160
C2 -0.10236 -0.66313 0.14013  -0.1827
C3 -0.28041 0.69846 0.42054  -0.5530
C4 -0.40394 1.63263 -0.63606  0.2546
N1 -0.50625 2.39491 -1.50789  -0.3345
H1 0.38729 -2.85841 -0.25745  0.2644
H2 1.00502 -0.41301 0.49486  0.5025
H3 -0.43051 1.00922 1.44632  0.2647

Summary:
Orbital gap (spin up / spin down) ... 8.444 / 8.443 eV
Total charge ... 0
E_HOMO (spin up / spin down) ... -8.4 / -8.4 eV


It is *1* that is the least stable of them.


*1*
The molecule C2H3OP. Source: OMol25; level of theory: ωB97M-V with the def2-TZVPD basis set.

Each line ends with the natural charge from an NBO analysis.
Cartesian coordinates (Å):
C1 -0.60963 0.22407 -0.47498  -0.5429
C2 -1.20269 0.56416 0.56402  -0.1764
O1 1.69098 -0.92669 0.37367  -0.9665
P1 1.37283 0.60812 -0.07817  0.7181
H1 -1.04683 -0.10615 -1.46074  0.2287
H2 -1.46810 1.08681 1.47748  0.2477
H3 1.26343 -1.45031 -0.40128  0.4913

Summary:
Orbital gap (spin up / spin down) ... 7.050 / 7.512 eV
Total charge ... 0
E_HOMO (spin up / spin down) ... -7.4 / -7.6 eV


*2*
A cluster of 2 separate species, C2H3OP in total. Source: OMol25; level of theory: ωB97M-V with the def2-TZVPD basis set.

Each line ends with the natural charge from an NBO analysis.
Cartesian coordinates (Å):
C1 -1.94938 0.39427 -0.01403  -0.7664
C2 1.54800 -0.38611 -0.00054  0.3047
O1 2.08549 0.44584 0.60854  -0.4772
P1 -3.10863 1.21055 -0.61227  0.5652
H1 -1.11043 0.00177 0.49519  0.1951
H2 0.44415 -0.47149 -0.07188  0.0815
H3 2.09080 -1.19483 -0.40501  0.0971

Summary:
Orbital gap ... 10.590 eV
Structure (SMILES) ... C#P.C=O
Total charge ... 0
E_HOMO ... -10.2 eV


*3*
A structure of composition C2H3OP. Source: OMol25; level of theory: ωB97M-V with the def2-TZVPD basis set.

Each line ends with the natural charge from an NBO analysis.
Cartesian coordinates (Å):
C1 0.15143 0.95543 0.03154  -0.7342
C2 -0.38300 -0.52855 -0.00442  -0.0937
O1 0.95340 -1.10964 0.02005  -0.7790
P1 1.73307 0.36181 0.00728  0.9732
H1 -0.47651 1.86253 -0.17898  0.2397
H2 -0.98250 -0.92203 0.97801  0.1967
H3 -0.99589 -0.61956 -0.85349  0.1973

Summary:
Orbital gap ... 9.428 eV
Total charge ... 0
E_HOMO ... -9.0 eV


It is *1* that is the least stable of them.


*1*
The molecule C6H6BrN3. Source: OMol25; level of theory: ωB97M-V with the def2-TZVPD basis set.

Each line ends with the natural charge from an NBO analysis.
Cartesian coordinates (Å):
C1 0.08317 2.46835 -0.11796  -0.0689
C2 -0.97263 1.67376 0.13783  -0.1534
C3 0.89748 0.50544 0.14928  0.3802
C4 1.50983 -1.95245 -0.28896  -0.4298
C5 -2.23606 -1.11789 0.20647  -0.0642
C6 2.06885 -0.80974 -0.02825  -0.1118
N1 1.24137 1.71256 -0.17567  -0.4751
N2 -1.09305 -0.89544 0.64207  -0.2051
N3 -0.46762 0.35620 0.28747  -0.2586
Br1 3.86269 -0.26429 0.16147  0.1278
H1 0.07715 3.56840 -0.29564  0.2177
H2 -1.87383 2.09425 0.53609  0.2270
H3 1.98436 -2.95221 -0.69447  0.2219
H4 0.43167 -2.00281 -0.52848  0.2299
H5 -2.72652 -2.08182 0.24126  0.1999
H6 -2.78686 -0.30231 -0.23252  0.1625

Summary:
Orbital gap ... 9.559 eV
Structure (SMILES) ... C=Nn1ccnc1C(=C)Br
Total charge ... 0
E_HOMO ... -9.0 eV


*2*
The molecule C6H6BrN3. Source: OMol25; level of theory: ωB97M-V with the def2-TZVPD basis set.

Each line ends with the natural charge from an NBO analysis.
Cartesian coordinates (Å):
C1 0.09326 -2.01385 -0.55988  0.2503
C2 -0.12245 1.07161 -1.17732  -0.1694
C3 1.12581 0.67067 -1.36530  -0.2679
C4 -1.05195 0.93320 -0.05733  -0.0553
C5 1.72619 -0.26543 -0.39369  0.0200
C6 1.14646 -1.38409 0.04574  -0.3448
N1 -0.67474 -2.77402 -0.96881  -0.2890
N2 -0.79135 0.19107 0.93656  -0.1724
N3 -1.74875 0.11761 1.83861  -0.5906
Br1 3.39025 0.42919 0.35839  0.0453
H1 -0.48161 1.88420 -1.87884  0.2126
H2 1.73110 1.01817 -2.18018  0.2324
H3 -1.93489 1.36724 -0.15756  0.1580
H4 1.55365 -2.04774 0.94227  0.2697
H5 -2.45633 0.85754 1.83133  0.3306
H6 -1.50465 -0.05538 2.78602  0.3705

Summary:
Orbital gap ... 8.325 eV
Structure (SMILES) ... N#C\C=C(Br)/C=C\C=N\N
Total charge ... 0
E_HOMO ... -8.7 eV


It is *1* that is the least stable of them.